# 1
Density functional theory data (ωB97M-V with the def2-TZVPD basis set) for a molecular structure, C29H31NP3PtS.

As for the total energy: -74012.756 eV. As for the HOMO energy (alpha / beta): -4.783 / -7.495 eV. As for the max |F|: 0.23 eV/Å. Its energy above the lowest of the compared OMol25 structures with the same formula, charge and spin is 87.53 kJ/mol. For the lowest unoccupied orbital energy (alpha / beta), the calculation gives 0.56 / -0.37 eV. The expectation value of S² is 3.76. As for the spin multiplicity: 4.

Cartesian coordinates (Å):
C -0.546 -4.366 -4.005
H 0.794 1.442 2.365
C 0.751 -4.219 1.481
C 0.915 4.087 -0.228
H 1.208 -5.926 2.692
C -2.747 -1.647 2.647
C 0.385 -2.462 -2.871
H -4.585 -1.038 -0.132
H 3.574 1.612 -1.471
C -0.118 3.869 0.686
H -1.335 4.745 2.228
H 0.592 3.728 -3.294
C 0.166 -3.177 -4.041
H 0.929 -1.525 -2.875
H -0.720 -4.922 -4.917
H 1.574 7.340 0.476
H 0.547 -2.801 -4.982
C -0.284 1.599 2.411
H -0.295 -4.487 1.389
H 1.993 2.707 -3.637
C -0.106 -2.936 -1.662
H -2.839 -1.693 3.725
C 3.163 2.371 -0.805
P 0.237 -1.953 -0.164
P 1.454 2.708 -1.314
C -0.532 4.905 1.517
C 1.235 -3.061 0.877
H -1.231 -4.500 -0.698
H 2.244 4.335 -2.960
C 0.069 6.150 1.442
Pt -0.106 1.010 -1.063
H 2.327 5.518 -0.993
H 3.154 1.957 0.203
C 1.101 6.368 0.538
H 3.594 -5.327 2.943
C 1.595 -5.031 2.223
H 4.466 -3.270 1.885
H 3.784 3.268 -0.835
C 2.934 -4.692 2.365
C 3.423 -3.538 1.771
C -1.045 -4.843 -2.798
C 1.593 3.460 -2.957
N 0.957 -0.600 -0.420
C 2.577 -2.724 1.032
S -2.669 2.688 -2.818
C -1.520 -1.898 2.047
H -0.266 6.951 2.087
H -2.407 -1.477 -1.193
H -0.525 2.306 3.207
C -1.334 2.039 -2.279
H -0.660 -2.130 2.665
C -3.852 -1.342 1.864
C -0.825 -4.129 -1.632
H -3.027 2.840 0.056
H -1.608 -5.767 -2.771
C -1.386 -1.851 0.663
C -2.503 -1.537 -0.115
H -3.072 1.442 1.141
C -3.729 -1.284 0.481
H -2.875 3.071 1.828
C 1.522 5.339 -0.289
H -4.810 -1.150 2.331
C -2.629 2.427 0.982
P -0.846 2.194 0.785
H -0.758 0.639 2.615
H 2.931 -1.811 0.569

Mulliken population analysis, charges in e, atoms 1 to 2: -0.452 0.291

=====

# 2
Density functional theory data (ωB97M-V with the def2-TZVPD basis set) for 2 unconnected molecules or ions with the total composition C5H8ClN4.

As for the total energy: -23788.633 eV. As for the HOMO energy: -13.587 eV. As for the max |F|: 0.95 eV/Å. Its energy above the lowest of the compared OMol25 structures with the same formula, charge and spin is 161.05 kJ/mol. For the lowest unoccupied orbital energy, the calculation gives -4.17 eV. Its net charge is +1.

Cartesian coordinates (Å):
H -3.762 -0.679 0.134
H -3.864 1.121 0.150
C -1.858 0.308 -0.220
Cl 1.190 -2.564 0.134
N 3.527 0.446 -0.464
N 1.464 0.085 0.269
H 2.300 1.959 0.118
N -0.921 0.225 -1.063
H 0.060 0.201 -0.661
H 4.078 -1.545 -0.822
C 3.332 -0.857 -0.486
H -1.747 -0.541 1.786
H -1.088 0.138 -2.062
C 2.023 -1.096 -0.023
N 2.418 0.965 -0.025
C -2.048 0.331 1.219
H -1.883 1.249 1.767
C -3.223 0.253 0.249

Mulliken population analysis, charges in e, atoms 1 to 2: 0.260 0.266

=====

# 3
Density functional theory data (ωB97M-V with the def2-TZVPD basis set) for a molecular structure, C53H42N4O3P2S4SrTe in a non-equilibrium geometry.

As for the total energy: -137795.781 eV. As for the HOMO energy: -2.063 eV. As for the max |F|: 6.09 eV/Å. Its energy above the lowest of the compared OMol25 structures with the same formula, charge and spin is 84.95 kJ/mol. For the lowest unoccupied orbital energy, the calculation gives 3.73 eV. Its net charge is -2.

Cartesian coordinates (Å):
S 0.238 0.432 -1.216
C -5.012 -2.845 -0.520
H -5.114 4.856 4.581
C -1.703 -3.222 -0.940
C 2.913 4.886 2.260
C -2.805 2.688 -1.915
C 6.550 -1.831 -4.004
H 3.126 5.611 4.278
H -4.311 -3.309 0.160
C -7.471 -0.616 2.379
H 0.227 -2.538 2.325
H -5.259 -0.271 -2.689
O 1.214 3.066 3.032
C -4.349 3.462 1.585
C -1.976 -2.058 -0.215
N 2.179 -1.212 -0.119
C 2.688 3.911 0.092
N 2.480 2.800 0.853
H 3.051 -3.511 -2.994
C 4.492 -1.930 -2.721
C -3.616 0.446 0.243
C 3.184 -2.609 -2.394
C -4.631 -1.701 -1.222
C 5.350 -2.462 -3.682
N -9.197 0.328 0.994
H -2.228 -3.397 -1.875
C -8.799 -0.386 2.054
C 3.915 -0.381 4.189
Te -4.424 -0.456 1.998
H 6.322 0.807 -1.894
C -0.765 -4.142 -0.493
H -7.524 -1.229 -2.969
H -5.892 4.809 2.227
H -7.224 -1.210 3.255
C -1.267 -1.841 0.963
H 4.851 0.193 6.029
C -0.318 -2.755 1.414
C -2.234 2.876 -0.660
S 2.553 3.167 2.441
H -0.567 -5.037 -1.074
C -6.279 -3.399 -0.688
H -9.593 -0.799 2.675
H -1.403 -0.927 1.525
C -0.063 -3.908 0.686
H -3.325 1.764 -2.125
C -4.585 4.261 3.846
H 4.838 -0.780 3.787
H 0.696 1.209 5.568
H 3.479 7.949 3.504
C -6.465 -0.084 1.575
C -2.788 2.768 3.273
C -5.023 4.231 2.524
H -3.138 3.505 -3.873
O 0.443 0.190 3.223
H 3.341 8.495 1.101
C 2.766 0.763 5.949
C 1.612 0.756 5.201
P -3.045 -0.764 -0.988
H -8.543 1.417 -0.627
H 0.695 -4.608 1.020
C 3.937 0.181 5.449
C -1.463 5.065 -1.378
H 2.978 6.678 -0.587
C -6.820 -1.691 -2.284
C -6.862 0.665 0.479
Sr 0.737 1.450 1.544
C 3.118 5.859 3.223
C 1.447 -0.773 -1.106
C -5.551 -1.149 -2.118
O 3.620 2.493 3.110
N 2.002 -0.578 1.109
H 7.200 -2.255 -4.761
H 4.592 -1.703 1.027
C 3.825 -2.065 1.716
C 6.058 -0.117 -2.396
H -3.121 3.554 5.248
C 3.236 7.465 1.422
H 2.769 1.231 6.928
C -1.547 4.070 -0.416
S 2.764 3.943 -1.553
H -1.989 5.646 -3.381
H 5.071 -3.383 -4.187
C -3.466 3.530 4.220
H 7.837 -0.155 -3.613
H 3.309 -2.882 1.211
C -3.227 2.721 1.950
H -6.559 -4.280 -0.121
H -1.079 4.224 0.554
C -2.048 4.871 -2.624
H 4.295 -2.443 2.622
C -2.702 3.675 -2.894
P -2.312 1.652 0.741
H -1.911 2.193 3.556
H 4.203 -0.324 -1.328
C 2.824 -0.978 2.020
C 4.866 -0.749 -2.076
C 6.907 -0.653 -3.362
C 3.294 7.161 2.784
H -8.185 -3.239 -1.674
C 2.894 5.163 0.912
H -4.696 3.425 0.558
H -0.943 5.992 -1.159
C -7.192 -2.818 -1.560
C 1.558 0.192 3.893
C 3.035 6.470 0.474
H -6.103 1.089 -0.173
H 3.114 -2.843 -1.330
C -8.218 0.838 0.234
C 2.769 -0.391 3.381
S 1.737 -1.558 -2.697

Mulliken population analysis, charges in e, atoms 1 to 2: -0.430 -0.183

=====

# 4
Density functional theory data (ωB97M-V with the def2-TZVPD basis set) for 11 unconnected molecules or ions with the total composition C22H67NO11 in a non-equilibrium geometry.

As for the total energy: -47907.165 eV. As for the HOMO energy (alpha / beta): 0.580 / -6.736 eV. As for the max |F|: 3.53 eV/Å. Its energy above the lowest of the compared OMol25 structures with the same formula, charge and spin is 128.63 kJ/mol. For the lowest unoccupied orbital energy (alpha / beta), the calculation gives 2.31 / 2.31 eV. Its net charge is -1. The expectation value of S² is 0.75. As for the spin multiplicity: 2.

Cartesian coordinates (Å):
H 2.317 -1.483 -0.534
H 4.310 1.001 0.142
O 3.733 4.045 -4.022
H -3.055 -4.821 3.322
H -1.442 -1.371 -0.115
H 1.437 -4.283 0.648
H -0.104 -2.470 -5.667
H -2.091 4.538 2.912
C 4.287 -0.962 4.101
H -0.324 -2.312 -0.756
H -4.007 -1.014 4.480
H -3.508 5.265 0.566
C -2.651 0.382 3.463
H 5.157 -0.444 3.697
H 2.016 -0.395 0.869
H 2.137 -0.359 4.325
H 1.794 -3.252 3.116
C 2.277 -4.307 1.342
C 1.888 -1.779 -5.005
H -1.381 -5.143 2.866
O -0.381 4.994 -1.797
C -3.586 4.430 1.263
H -2.725 -6.086 2.126
C 1.842 -4.290 2.788
H -4.650 4.194 1.251
H 4.300 1.221 4.922
H 2.531 -4.846 3.423
H 1.663 6.487 -0.609
H 2.135 5.586 -1.954
H 1.756 1.385 -3.928
H -4.467 -3.605 1.558
H 2.198 -3.346 -2.555
H 0.888 -4.747 3.054
H -1.013 4.311 -2.033
O 2.540 0.614 -0.796
H -2.316 0.789 4.417
H 4.283 1.159 -1.569
H 3.690 4.951 -3.709
H 1.379 -0.861 -3.341
H 2.832 -5.232 1.185
H 0.241 1.704 0.025
H -1.263 0.896 -0.071
C 3.958 0.503 -0.761
H -6.590 -0.907 -2.082
H -4.225 -1.293 -1.132
H -3.116 2.048 2.729
H 2.392 2.096 -5.341
C -2.405 -5.112 2.497
H 3.537 1.267 -4.311
C 0.355 -0.409 -0.479
N -0.449 -1.552 -0.102
H 4.416 -1.246 5.146
C 1.731 5.454 -0.950
C 3.105 0.043 4.026
O -5.301 0.694 -2.836
H 3.054 -4.556 -2.247
H 3.150 0.494 3.035
H -2.319 -3.068 1.685
C -4.844 -0.471 -0.772
C 2.645 1.894 -4.300
H -2.570 -1.792 3.714
H -3.822 -1.344 2.733
H 1.055 -2.274 -6.966
C -2.584 -4.085 1.395
O -3.976 -4.225 1.014
H 2.830 3.125 -2.394
C -0.255 0.781 0.325
O 1.435 -1.770 -3.643
H 0.349 -0.836 -6.264
C 0.545 4.455 -0.997
H 0.274 -0.335 -1.563
O 2.597 -3.826 -1.829
C -3.317 -1.002 3.636
C -5.933 -0.085 -1.797
H 2.635 -1.018 -5.229
C 0.707 -1.838 -6.029
H 4.356 -0.465 -1.065
H 2.583 -2.612 -5.105
C 2.680 3.268 -3.464
H -0.225 0.848 1.412
H -2.780 6.029 2.508
O -3.594 1.258 2.993
H -5.735 0.384 -3.634
H 1.759 3.842 -3.563
H -3.045 3.071 -0.027
H 0.067 4.325 -0.026
H 3.747 -3.512 0.491
H -1.897 -4.360 0.596
C 1.896 -0.533 -0.205
H -5.244 -0.730 0.208
H -1.872 0.145 2.737
H -6.691 0.608 -1.434
O -2.812 3.321 0.870
H 0.739 3.409 -1.233
H 2.647 5.048 -0.519
H 4.190 -1.863 3.494
H -3.644 4.841 3.487
C -3.038 4.973 2.591
O 3.185 -3.212 1.210
O 3.351 1.082 4.964
H -4.353 0.486 -0.594

Mulliken population analysis, charges in e, atoms 1 to 2: 0.206 0.296

=====

# 5
Density functional theory data (ωB97M-V with the def2-TZVPD basis set) for a molecular structure, C38H105BaF3O27S5 in a non-equilibrium geometry.

As for the total energy: -159413.466 eV. As for the HOMO energy: -9.255 eV. As for the max |F|: 3.62 eV/Å. Its energy above the lowest of the compared OMol25 structures with the same formula, charge and spin is 0.00 kJ/mol. For the lowest unoccupied orbital energy, the calculation gives -0.14 eV.

Cartesian coordinates (Å):
H 2.135 1.274 0.924
C -3.027 -3.784 4.841
H -3.756 -0.117 -1.977
H 4.055 2.797 -0.104
H 2.886 5.870 -5.224
C -0.189 1.757 -0.185
H -5.055 -1.329 -0.124
H -3.466 -0.393 -5.160
H 5.016 0.389 -3.786
H -4.423 -2.883 -0.799
O 3.685 -2.584 -2.185
H 1.697 0.750 4.550
C 2.475 4.980 -4.805
H 6.750 -2.317 -3.508
H 2.254 -3.860 1.765
H -2.293 -1.378 -6.011
H 3.121 4.261 0.277
O 3.075 -5.315 -2.467
O -0.769 0.296 -4.596
H 1.199 4.527 -1.304
H 4.476 -0.698 2.455
H -3.456 -0.450 2.534
C -4.038 4.779 3.062
H -2.591 -0.881 -0.853
H 6.298 1.932 -1.560
Ba 1.834 -1.166 -0.835
H 0.509 4.103 -4.230
H 1.848 2.462 -0.832
F 4.587 -6.695 -0.464
O -0.650 -2.071 -1.507
H -3.963 4.732 4.126
O -4.349 -2.992 2.527
S -1.508 -2.721 -2.477
O 1.145 1.301 -0.426
H 3.302 -3.283 -2.721
C -4.354 1.797 6.341
C -3.335 -1.083 -1.584
O -1.103 -7.602 -0.399
F 3.051 -6.517 1.097
O -5.954 2.922 1.467
C 5.020 -1.456 1.867
C 1.578 1.441 -4.768
O 1.693 -4.182 -0.771
H -0.182 -2.555 1.495
C 3.543 3.698 -0.532
H -1.051 4.795 -2.665
C -2.672 -0.357 -5.968
H -3.913 2.964 -2.860
H -3.474 3.604 1.432
O 2.928 1.042 1.496
H 7.022 0.996 -2.788
H 5.508 -2.171 -1.408
H 0.523 -3.204 4.262
C -0.240 5.384 -0.186
H -2.874 -4.669 -2.090
H 1.445 1.936 -3.830
H -4.713 2.010 7.311
C 2.054 0.314 3.599
H -1.074 1.065 -2.133
H 6.161 0.195 -1.443
H -5.065 4.979 2.806
H 2.101 -2.456 4.035
H 6.069 -2.429 3.549
C 3.558 -5.941 0.005
O 0.653 4.410 -6.342
H -1.220 -8.725 1.412
H 3.303 1.491 -1.890
H 1.715 2.274 2.654
H -4.281 4.059 -4.089
H 1.200 2.135 -5.551
H -7.138 0.664 2.769
S -5.307 1.784 2.043
O -4.550 0.437 5.974
O 0.957 -0.743 -6.034
C -3.364 3.574 2.512
C -2.518 -5.094 5.443
H -1.192 -5.683 1.356
C -0.877 0.880 0.834
H 3.284 2.008 3.355
H -0.816 6.321 -0.394
H 2.905 -0.320 3.786
H 5.695 -3.507 2.223
H 1.926 -4.231 4.344
C 1.362 -3.609 2.269
H -1.907 2.483 -1.335
H -1.517 -4.911 5.780
C -6.359 1.098 3.373
H -1.173 -4.792 -1.551
C -3.078 5.025 -2.642
H 0.648 -4.429 2.160
H -5.343 -1.785 -1.825
H -4.486 -0.086 6.806
H -1.000 -6.699 2.833
C 0.784 5.710 0.958
O -4.807 0.727 1.206
F 4.206 -4.867 0.535
H -2.473 -6.717 1.949
H -0.254 -7.445 -0.800
H -2.955 5.051 -1.568
C -2.934 -0.941 3.329
C -4.194 4.012 -2.995
H 1.257 -0.282 3.185
C -2.920 2.259 6.269
C 1.531 -3.364 3.768
H -2.641 -5.951 4.746
H -3.486 -0.970 4.249
H -2.399 2.005 5.368
H -1.088 -0.158 0.496
O -2.108 -2.619 1.500
O 3.739 0.777 -2.337
H -2.328 -3.798 -0.654
H -6.817 1.874 4.064
H 1.619 6.321 0.588
C 5.081 -2.760 -2.193
H 4.835 2.088 -3.555
C 6.189 1.045 -2.124
H 4.344 -2.722 0.468
C 2.463 1.515 2.789
O 0.787 -2.524 1.533
H -3.543 5.713 2.790
S -2.976 -2.548 2.661
H -2.908 3.313 6.350
C -2.045 -4.152 -1.630
H -5.197 4.264 -2.574
O 0.339 5.018 -1.398
H -0.932 4.605 0.172
H -2.951 -2.973 5.597
S 0.715 -0.121 -4.777
H -2.365 1.841 7.069
H -1.918 1.298 1.082
O 4.161 -1.805 0.749
O -2.217 -3.387 3.770
H 5.908 -0.972 1.472
H -4.072 -3.927 4.577
H -3.094 -0.296 -6.959
O -1.076 -3.068 -3.784
H -2.301 3.457 2.727
C 4.934 1.151 -2.991
H 0.501 5.745 -4.800
O -2.735 -1.745 -2.643
H -0.224 0.810 1.759
H -0.170 2.792 0.326
H 1.265 4.752 1.286
O 2.410 3.218 -1.348
C 5.325 -2.646 2.802
O -3.990 2.331 2.949
H -3.319 5.997 -3.067
H 5.353 -3.077 -4.366
H 5.098 -1.391 -3.898
H -0.884 0.626 -6.686
H 2.927 4.189 -5.440
H -1.906 1.624 -5.625
H -1.951 -0.537 3.544
H 0.364 6.296 1.774
H -0.294 2.592 -2.216
H -5.647 0.453 3.959
H -4.920 2.345 5.564
C -0.913 2.001 -1.487
H 3.751 5.331 -1.881
H 5.242 -3.870 -1.989
H 2.859 4.914 -3.804
H -3.140 -5.372 6.255
C 5.615 -2.326 -3.579
S 2.244 -5.421 -1.324
O -1.836 4.542 -3.223
C -4.578 -1.796 -1.008
H 5.036 5.154 -0.637
H 4.414 -3.010 3.235
O 1.075 -0.857 -3.596
C -1.526 0.626 -5.789
H -0.321 4.517 -6.402
C -1.354 -6.675 1.792
C 4.346 4.623 -1.349
H 0.289 -7.970 1.114
H 4.985 4.100 -2.101
C 0.947 4.808 -4.931
C -0.797 -7.804 0.958
H 2.559 1.214 -5.093
O 1.427 -6.619 -1.245

Mulliken population analysis, charges in e, atoms 1 to 2: 0.204 -0.343